Entry 1:
{
  "formula": "C49H43N2P2S2SbTc",
  "method": "ωB97M-V/def2-TZVPD",
  "spin_multiplicity": 2,
  "energy_ha": -3802.6253,
  "total_charge": 0,
  "e_homo_ev": [-6.69, -6.59],
  "elements": ["Tc", "S", "P", "C", "P", "S", "C", "C", "C", "C", "C", "C", "C", "C", "C", "C", "C", "C", "C", "C", "C", "C", "C", "C", "C", "C", "C", "C", "C", "C", "H", "H", "H", "H", "H", "H", "H", "H", "H", "H", "H", "H", "H", "H", "H", "H", "H", "H", "H", "H", "N", "C", "C", "C", "C", "C", "C", "H", "H", "H", "H", "H", "C", "C", "C", "C", "C", "C", "Sb", "C", "C", "C", "C", "C", "C", "C", "C", "C", "C", "C", "C", "H", "H", "H", "H", "H", "H", "H", "H", "H", "H", "H", "H", "H", "H", "H", "N", "H", "H", "H"],
  "positions_angstrom": [[0.590, 0.274, 0.090], [-1.187, 3.425, 2.037], [-2.262, 1.851, 1.619], [-1.349, 0.578, 0.817], [-2.101, -0.671, -0.159], [-0.706, -0.855, -1.615], [-3.772, -0.650, -0.909], [-4.913, -0.438, -0.143], [-6.160, -0.511, -0.732], [-6.281, -0.806, -2.081], [-5.145, -1.001, -2.848], [-3.893, -0.916, -2.267], [-2.128, -2.245, 0.791], [-1.284, -2.377, 1.892], [-1.368, -3.501, 2.691], [-2.294, -4.492, 2.405], [-3.120, -4.370, 1.300], [-3.032, -3.256, 0.484], [-3.117, 1.234, 3.116], [-3.582, -0.071, 3.186], [-4.265, -0.508, 4.305], [-4.461, 0.351, 5.375], [-3.965, 1.643, 5.324], [-3.292, 2.085, 4.199], [-3.640, 2.331, 0.506], [-4.934, 2.567, 0.949], [-5.905, 2.970, 0.050], [-5.590, 3.163, -1.285], [-4.295, 2.942, -1.725], [-3.328, 2.527, -0.832], [-4.832, -0.208, 0.909], [-7.039, -0.341, -0.129], [-7.261, -0.876, -2.529], [-5.230, -1.223, -3.901], [-3.007, -1.066, -2.868], [-0.582, -1.580, 2.123], [-0.724, -3.606, 3.552], [-2.375, -5.359, 3.044], [-3.844, -5.142, 1.078], [-3.670, -3.169, -0.386], [-3.392, -0.748, 2.365], [-4.641, -1.521, 4.339], [-4.985, 0.006, 6.257], [-4.102, 2.313, 6.162], [-2.890, 3.088, 4.153], [-5.183, 2.420, 1.991], [-6.918, 3.125, 0.395], [-6.352, 3.489, -1.979], [-4.043, 3.086, -2.765], [-2.313, 2.343, -1.166], [1.547, 0.385, 1.601], [2.588, 0.256, 2.393], [2.847, -0.958, 3.083], [3.963, -1.084, 3.875], [4.870, -0.039, 4.005], [4.632, 1.158, 3.337], [3.510, 1.319, 2.563], [2.147, -1.774, 2.960], [4.124, -2.010, 4.413], [5.754, -0.155, 4.617], [5.334, 1.977, 3.413], [3.309, 2.243, 2.044], [2.203, -3.754, -4.485], [2.476, -2.493, -4.984], [2.686, -1.436, -4.117], [2.636, -1.630, -2.746], [2.342, -2.893, -2.251], [2.134, -3.952, -3.116], [2.793, 0.040, -1.400], [4.703, -0.341, -0.489], [4.819, -1.424, 0.372], [5.999, -1.648, 1.058], [7.064, -0.777, 0.908], [6.946, 0.315, 0.069], [5.765, 0.537, -0.618], [3.316, 1.449, -2.946], [4.515, 1.387, -3.642], [4.775, 2.285, -4.664], [3.829, 3.230, -5.025], [2.618, 3.275, -4.358], [2.368, 2.391, -3.323], [2.033, -4.578, -5.160], [2.524, -2.332, -6.051], [2.882, -0.449, -4.514], [2.256, -3.048, -1.180], [1.911, -4.935, -2.727], [3.978, -2.088, 0.524], [6.087, -2.495, 1.721], [7.986, -0.947, 1.446], [7.774, 0.999, -0.050], [5.673, 1.405, -1.255], [5.245, 0.626, -3.400], [5.717, 2.245, -5.188], [4.033, 3.925, -5.825], [1.870, 3.998, -4.648], [1.415, 2.428, -2.808], [1.070, 2.990, -0.222], [0.354, 3.455, -0.770], [1.945, 3.481, -0.376], [0.798, 3.135, 0.752]],
  "forces_ev_per_a": [[-0.177, 1.928, 3.825], [0.157, 0.560, 0.363], [0.518, -0.520, -0.636], [-1.062, -0.534, -1.188], [0.483, 0.236, 1.039], [0.417, -0.538, -0.668], [0.370, 0.154, 0.027], [0.085, -0.109, -0.004], [-0.079, -0.024, 0.080], [-0.012, 0.027, -0.017], [-0.153, -0.032, -0.095], [0.163, -0.006, 0.102], [-0.143, 0.222, -0.263], [0.070, 0.115, -0.083], [0.041, -0.102, 0.027], [-0.043, -0.049, -0.010], [-0.061, -0.181, 0.016], [0.085, 0.103, -0.009], [0.342, 0.131, -0.207], [0.018, 0.058, -0.169], [-0.104, -0.153, 0.073], [-0.015, -0.046, 0.080], [-0.083, 0.006, 0.112], [-0.027, 0.082, -0.066], [0.234, 0.039, 0.300], [0.189, -0.043, 0.063], [-0.194, 0.076, 0.020], [-0.086, -0.005, 0.006], [-0.045, 0.024, -0.101], [0.135, 0.020, 0.012], [-0.048, -0.045, 0.030], [-0.102, 0.023, 0.028], [-0.079, 0.006, -0.063], [-0.027, -0.011, -0.103], [0.028, -0.002, -0.023], [-0.147, -0.038, 0.018], [0.085, 0.034, 0.087], [-0.003, -0.068, 0.055], [-0.013, -0.064, -0.028], [-0.072, 0.016, 0.037], [-0.051, -0.079, 0.102], [0.007, -0.081, 0.047], [-0.042, -0.011, 0.029], [-0.006, 0.017, 0.067], [0.020, 0.037, -0.028], [-0.044, -0.008, 0.061], [-0.083, 0.064, 0.015], [-0.052, -0.013, -0.051], [0.023, 0.019, -0.106], [0.030, -0.035, -0.045], [-2.070, -0.039, -3.879], [2.288, -0.788, 2.025], [-0.357, 0.527, -0.422], [0.173, -0.012, 0.323], [-0.094, 0.037, -0.095], [0.331, -0.117, 0.192], [-0.804, -0.342, -0.404], [-0.034, -0.038, 0.015], [0.062, -0.036, -0.027], [0.031, -0.005, 0.037], [0.044, 0.009, 0.070], [0.012, 0.139, -0.041], [-0.004, -0.017, -0.050], [-0.006, -0.086, -0.134], [0.071, 0.176, -0.077], [-0.018, 0.348, 0.275], [0.023, -0.007, 0.216], [0.008, -0.143, 0.078], [0.638, -0.414, -0.946], [-0.602, 0.215, -0.037], [-0.174, -0.151, -0.030], [0.035, -0.074, 0.049], [0.096, -0.031, -0.025], [0.157, 0.065, 0.016], [-0.012, 0.231, -0.165], [-0.219, -0.181, 0.529], [0.112, -0.067, 0.081], [0.125, -0.002, -0.114], [0.005, 0.011, 0.030], [-0.061, 0.112, -0.113], [-0.219, -0.015, 0.197], [-0.010, -0.096, -0.066], [-0.012, 0.028, -0.103], [0.006, -0.030, -0.091], [-0.032, -0.057, -0.001], [-0.031, -0.057, 0.064], [0.007, -0.071, -0.001], [-0.036, -0.084, 0.079], [0.060, -0.025, 0.053], [0.046, 0.070, 0.000], [0.049, 0.086, -0.022], [0.081, -0.013, 0.012], [0.113, -0.051, -0.067], [0.034, 0.058, -0.079], [-0.070, 0.040, 0.010], [-0.013, 0.015, 0.027], [-0.067, -0.220, 0.089], [-0.022, 0.085, 0.064], [0.022, -0.148, -0.141], [-0.111, -0.037, -0.161]]
}

=====

Entry 2:
{
  "formula": "C4H7N3",
  "method": "ωB97M-V/def2-TZVPD",
  "smiles": "[H]/N=C\\C(C)=N\\[H].C#N",
  "energy_ha": -320.7036,
  "total_charge": 0,
  "e_homo_ev": -8.60,
  "elements": ["C", "C", "C", "C", "N", "N", "N", "H", "H", "H", "H", "H", "H", "H"],
  "positions_angstrom": [[-1.494, -0.664, -0.437], [-0.007, -0.552, -0.345], [0.618, 1.656, -0.478], [0.299, 0.441, 1.189], [0.224, 1.197, -1.498], [0.935, -1.352, -0.519], [1.257, 0.053, 1.909], [1.218, -1.563, -1.470], [1.906, -0.523, 1.351], [1.149, 2.455, 0.014], [-0.534, 0.965, 1.669], [-1.757, -1.091, -1.406], [-1.844, -1.328, 0.354], [-1.971, 0.308, -0.332]],
  "forces_ev_per_a": [[-0.047, 0.513, -1.032], [0.048, -0.569, 3.756], [-0.291, 0.477, -3.432], [-0.443, -2.739, -0.395], [0.728, 1.413, 1.620], [0.839, 1.228, -0.580], [0.151, 0.703, -0.120], [-0.546, -0.723, 0.016], [-0.251, -0.215, -0.122], [-0.222, -0.297, 0.404], [0.012, 0.230, -0.186], [-0.146, 0.000, 0.048], [0.235, 0.005, 0.022], [-0.066, -0.027, 0.001]]
}